167
Properties=species:S:1:pos:R:3:forces:R:3 method="wB97M-V/def2-TZVPD" total_energy_ha=-5190.6981 homo_lumo_gap_ev=2.6349
Be 28.7593 -4.3579 14.6747 -0.09 0.24 0.33
O 23.8364 -3.6324 22.6604 1.51 2.06 -1.13
V 24.6572 -2.5285 21.8730 -0.58 -0.67 1.43
O 25.1985 -1.4790 22.9046 -0.79 -1.47 -1.10
C 22.4190 -1.8205 15.3357 1.30 -0.29 -0.65
F 22.2296 -3.1546 15.2269 -0.07 0.37 0.63
F 22.5224 -1.3877 14.0676 0.10 0.25 0.12
F 21.3672 -1.2467 15.8708 -0.67 0.01 0.47
S 24.0058 -1.3741 16.2701 2.24 2.12 1.26
O 24.1171 0.1083 16.2150 -0.72 -2.09 -0.85
O 23.8598 -1.7566 17.6904 -0.59 -0.82 -1.02
O 25.0558 -2.0967 15.5365 -1.40 0.34 0.48
S 28.6008 -4.8194 19.2154 -1.94 -0.21 3.51
O 29.0274 -3.7046 18.4105 1.26 2.52 -2.94
O 28.1686 -5.7492 18.1970 -0.52 -0.98 -0.99
O 29.7635 -5.2620 19.9397 0.66 -0.54 0.46
O 27.5130 -4.3492 20.0863 0.14 -0.64 -0.20
C 31.5060 0.4773 11.3145 -0.88 1.73 1.33
C 30.4784 0.1039 12.4482 0.13 -1.34 0.95
C 29.6477 1.3511 12.9896 0.46 -0.86 -0.65
C 28.5993 1.8018 11.9991 0.49 -0.32 -1.61
C 27.7295 0.5809 11.4983 0.10 1.03 1.87
C 28.4679 -0.7075 11.0852 -0.18 -0.03 -0.91
N 29.5619 -1.0327 12.0202 -0.19 1.37 1.52
O 30.3060 -2.1804 11.6436 -0.48 0.61 0.07
C 27.4872 -1.8905 11.1010 -0.60 -0.30 -0.16
C 28.9360 -0.4872 9.6597 -0.02 0.20 -1.34
C 31.3066 -0.4246 13.6651 0.08 0.46 0.37
H 32.0057 -0.3524 10.8143 -0.23 0.16 -0.08
H 32.2535 1.1217 11.7772 0.49 -0.44 0.27
H 31.0497 1.2305 10.6722 -0.10 -0.63 -0.68
H 29.0785 1.2467 13.9133 0.38 -1.15 0.28
H 30.4455 2.0366 13.2755 -0.19 0.64 -0.44
H 29.0649 2.2474 11.1200 0.38 -0.18 -0.35
H 28.0341 2.6713 12.3347 -0.52 -0.47 0.48
H 27.0893 0.9838 10.7135 0.06 -0.49 -0.25
H 27.0628 0.2890 12.3097 -0.12 0.14 0.21
H 26.5654 -1.7498 10.5366 0.07 0.72 -0.31
H 27.8967 -2.7855 10.6325 0.42 -0.03 0.32
H 27.0975 -2.1225 12.0921 0.47 0.01 0.27
H 29.6063 0.3642 9.5412 0.34 -0.35 0.18
H 29.3036 -1.3815 9.1565 0.56 -0.07 0.28
H 28.1260 -0.1968 8.9906 -0.55 -0.07 0.30
H 31.8958 0.3411 14.1697 0.17 0.71 -0.63
H 32.0557 -1.1816 13.4328 -0.41 -0.30 -0.21
H 30.7027 -0.7028 14.5288 -0.51 -0.67 -0.43
H 30.8984 -1.8541 10.9624 0.33 -0.23 -0.52
C 13.2934 -6.7138 14.6594 -1.52 -0.58 -0.34
C 14.6322 -6.1843 14.2731 2.01 0.24 0.52
C 15.6107 -7.2539 14.7516 2.10 0.80 -0.18
C 17.1240 -7.0015 14.3601 -0.43 0.54 1.08
C 17.3374 -6.8055 12.8845 -2.30 0.12 0.99
C 16.2494 -5.7483 12.3328 0.91 -0.46 -0.33
N 14.8683 -6.0385 12.8138 0.06 -2.55 1.88
O 13.8076 -5.3133 12.2973 0.20 1.58 -0.94
C 16.6461 -4.2755 12.6194 0.46 0.74 -1.16
C 16.2936 -6.0628 10.8341 -0.91 1.64 -1.38
C 14.8674 -4.8635 15.0533 0.32 1.17 -0.73
H 12.4659 -6.1417 14.2399 0.00 0.01 -0.03
H 13.1359 -6.7473 15.7374 0.36 0.42 0.11
H 13.1812 -7.7645 14.3918 -0.08 -0.03 -0.53
H 15.5159 -7.1540 15.8328 0.20 -0.85 0.18
H 15.3538 -8.2331 14.3477 -0.32 -0.04 0.29
H 17.7713 -7.8023 14.7177 -0.21 -0.29 0.12
H 17.5156 -6.1180 14.8643 -0.22 0.20 0.31
H 17.1341 -7.7989 12.4845 -0.08 0.16 -0.79
H 18.3775 -6.5489 12.6832 -0.25 0.42 -0.34
H 15.8100 -3.5856 12.5053 -0.52 -0.36 0.46
H 17.2058 -3.9913 13.5105 -0.28 -0.61 0.29
H 17.2566 -3.8593 11.8182 0.52 -0.50 -0.28
H 15.5076 -6.7074 10.4407 0.13 -0.61 0.65
H 16.0512 -5.1530 10.2849 0.08 0.37 -0.12
H 17.2531 -6.3673 10.4161 0.09 -0.16 0.50
H 14.4144 -4.0688 14.4605 -0.22 0.11 -0.01
H 15.9096 -4.5512 15.1190 0.12 -0.39 -0.12
H 14.4903 -4.7052 16.0636 -0.38 -0.84 0.03
H 13.2528 -5.9376 11.8240 0.16 -0.23 -0.10
C 19.2432 -2.7129 20.8711 0.49 1.54 0.32
C 18.6742 -1.5179 21.6469 -1.70 1.93 0.45
C 17.4759 -2.0048 22.5375 0.28 0.44 2.32
C 16.8903 -0.9438 23.6035 0.25 -1.00 -0.91
C 18.0699 -0.6091 24.4904 1.49 0.95 -0.47
C 19.3244 -0.0823 23.7352 -0.03 0.98 -0.02
N 19.6945 -0.9280 22.5630 -1.47 -2.70 2.51
O 20.8392 -0.5200 21.9369 0.29 0.75 -0.41
C 19.0962 1.4025 23.3170 -0.01 -0.54 -0.96
C 20.5090 -0.0193 24.7540 0.01 -0.17 -0.19
C 18.2020 -0.3822 20.6414 -0.98 -1.36 0.05
H 20.1762 -2.2745 20.5171 0.31 -0.70 -0.34
H 18.6289 -2.9464 20.0014 -0.04 -0.21 0.25
H 19.4241 -3.5507 21.5446 -0.03 -0.05 -0.21
H 16.8071 -2.7854 22.1750 -0.55 0.92 -1.22
H 17.9118 -2.6814 23.2725 0.87 -0.13 0.11
H 16.0834 -1.3234 24.2304 0.13 -0.84 -0.06
H 16.3665 -0.0723 23.2108 0.65 0.32 -0.54
H 18.5212 -1.4188 25.0638 -0.87 -0.59 0.07
H 17.8635 0.1987 25.1925 -0.28 -0.09 0.17
H 18.8462 2.0378 24.1667 0.35 0.03 -0.08
H 19.9850 1.7297 22.7774 0.38 0.58 0.57
H 18.3507 1.5512 22.5358 -0.51 -0.31 0.35
H 21.3367 0.5345 24.3108 0.16 -0.27 -0.02
H 20.2969 0.4918 25.6931 -0.67 0.44 -0.22
H 20.8459 -0.9835 25.1346 0.05 -0.35 -0.62
H 17.5021 0.3727 21.0000 0.37 0.02 0.83
H 17.5229 -0.9178 19.9780 0.38 0.05 -0.79
H 18.9981 0.1353 20.1061 0.07 -0.36 -0.13
H 20.5686 0.3674 21.6901 0.84 0.65 -0.84
C 25.3989 -7.7329 13.0918 -0.18 1.00 0.43
C 25.9546 -8.8038 12.0813 -3.42 1.11 2.59
C 24.9760 -8.6478 10.8635 2.13 -0.33 0.12
C 25.6145 -9.5041 9.7576 0.02 1.18 -0.61
C 27.0435 -9.0277 9.4333 -0.80 -0.97 0.24
C 28.0065 -9.0796 10.5999 0.09 2.98 -0.02
N 27.2826 -8.4291 11.7422 1.49 0.52 -2.19
O 28.1652 -8.2211 12.8117 -0.57 -0.12 0.22
C 28.5823 -10.4205 10.8769 -0.69 -1.29 -0.48
C 29.1723 -8.1735 10.1704 1.64 0.06 0.04
C 25.7686 -10.1383 12.8217 1.01 -0.56 -0.20
H 24.3536 -7.8539 13.3759 -0.24 -0.62 -0.53
H 25.8319 -7.5815 14.0806 0.82 -0.71 -0.05
H 25.4224 -6.7168 12.6979 0.23 -0.02 -0.55
H 23.9143 -8.7958 11.0608 0.22 -0.82 0.41
H 24.9932 -7.5787 10.6520 0.37 0.05 -0.61
H 25.7025 -10.5608 10.0101 -0.68 -0.06 -0.04
H 25.0760 -9.3140 8.8291 -0.31 -0.73 -0.07
H 26.9693 -8.0189 9.0270 0.30 -0.04 -0.03
H 27.4622 -9.7338 8.7162 -0.06 0.30 -0.54
H 29.1621 -10.5152 11.7950 -0.17 0.09 0.01
H 29.2077 -10.7158 10.0344 0.19 0.02 0.10
H 27.7307 -11.0998 10.8387 0.21 -0.56 0.54
H 29.9451 -8.1446 10.9386 -0.31 0.59 0.53
H 29.0045 -7.1915 9.7283 -0.75 0.24 0.79
H 29.8136 -8.5749 9.3857 -0.54 -0.95 -0.47
H 24.8799 -10.2126 13.4484 -0.11 0.19 -0.34
H 25.8501 -11.0093 12.1715 -0.28 -0.04 -0.10
H 26.6096 -10.2510 13.5060 0.09 -0.07 0.32
H 28.1637 -9.0600 13.2783 0.32 -0.32 0.53
C 20.1184 4.9977 18.0668 -0.34 -0.82 -0.27
C 21.4973 5.6549 17.9662 2.13 -1.40 -0.41
C 21.4607 7.1558 18.0759 -2.48 1.29 -1.16
C 22.6435 7.9662 18.4225 2.42 -0.59 0.34
C 23.3303 7.3322 19.6206 -0.83 0.40 0.07
C 23.5292 5.7955 19.4867 1.37 -0.27 0.87
N 22.2664 5.1165 19.1308 -0.97 3.23 0.70
O 22.3381 3.7438 19.1231 0.83 -0.05 -0.59
C 24.8123 5.5879 18.6273 0.38 -0.02 -0.72
C 23.9280 5.3002 20.8953 -0.75 -0.82 1.16
C 22.2515 5.3486 16.5736 -0.40 0.18 0.60
H 19.7873 4.7854 19.0834 0.20 0.95 0.36
H 20.1170 3.9595 17.7348 0.40 0.06 -0.71
H 19.3224 5.5040 17.5207 0.16 0.23 -0.04
H 21.1902 7.5415 17.0929 -0.49 -0.28 -0.36
H 20.5902 7.4354 18.6692 0.08 0.03 0.54
H 22.5041 9.0395 18.5512 -0.71 -0.11 0.36
H 23.3969 7.9797 17.6350 -0.09 -0.35 -0.57
H 22.6716 7.5606 20.4586 0.08 -0.37 0.40
H 24.2626 7.8689 19.7965 0.28 -0.45 0.20
H 25.6702 5.7574 19.2780 -0.04 0.22 -0.06
H 25.0424 4.6243 18.1727 -0.60 -0.51 0.26
H 24.9237 6.2628 17.7787 -0.28 0.31 0.06
H 23.7758 4.2461 21.1273 -0.27 -0.38 -0.92
H 24.9660 5.3896 21.2157 0.02 0.87 -0.34
H 23.2560 5.7308 21.6376 0.17 0.49 0.08
H 23.0583 6.0561 16.3824 -0.08 0.28 0.29
H 21.5652 5.4653 15.7349 -0.17 -0.16 0.07
H 22.7480 4.3833 16.4741 -0.40 -0.34 0.23
H 22.9882 3.6927 18.4186 0.36 -1.68 -0.45